Density functional theory data (wB97M-V/def2-TZVPD) for the molecule C4H5NS at a distorted geometry.

The geometry in XYZ format:
```
11
Properties=species:S:1:pos:R:3:forces:R:3
C 1.3816 -0.0602 0.9015 0.27 0.61 -0.11
C -0.9632 -0.8393 0.3182 -2.53 3.03 1.71
C 2.3196 0.3440 1.5353 -1.21 -0.35 -0.87
C -0.4935 -0.1251 -0.9128 0.59 -1.07 -3.11
N 0.4116 -0.5015 0.1271 -0.90 -1.84 -0.64
S -0.5468 1.6421 -1.5113 -0.06 -0.94 1.03
H -1.8610 1.7121 -1.7316 -0.17 -0.11 0.01
H -1.5625 -0.1031 1.0054 1.21 -1.48 -0.96
H -1.4469 -1.8307 0.2954 1.02 0.23 -0.15
H 3.2644 0.5909 1.8562 1.28 0.38 0.85
H -0.5031 -0.8291 -1.8834 0.50 1.54 2.24
```
Positions in Å, forces in eV/Å.

E_tot   -608.19168 Eh
Relative energy (zero: lowest compared OMol25 entry of this formula, charge and spin)   99.77 kcal/mol
SMILES   C#CN1C[C@H]1S

***

Density functional theory data (wB97M-V/def2-TZVPD) for the molecule C20H18O6.

The geometry in XYZ format:
```
44
Properties=species:S:1:pos:R:3:forces:R:3
C -5.1628 -1.9701 1.9839 -0.01 0.05 -0.17
C -4.4065 -1.1634 0.9612 -0.27 -0.64 -0.21
O -4.3032 -1.4412 -0.2015 0.02 0.08 0.07
O -3.8353 -0.0971 1.5471 0.19 0.57 0.31
C -3.0578 0.7814 0.7974 0.35 0.13 -0.29
C -1.8111 1.1223 1.3081 -0.33 -0.24 0.05
C -0.9935 1.9756 0.5993 -0.19 0.18 -0.09
C -1.4067 2.5084 -0.6229 -0.28 -0.09 0.30
C -2.6837 2.2091 -1.0851 0.17 -0.01 0.16
C -3.5046 1.3390 -0.3898 -0.20 -0.13 0.20
H -4.4826 1.0898 -0.7686 -0.06 -0.05 -0.04
H -3.0272 2.6361 -2.0147 -0.06 0.05 -0.13
C -0.5022 3.3588 -1.4018 0.33 0.16 -0.16
C 0.7723 3.0478 -1.6417 -0.23 0.19 -0.01
C 1.3694 1.7677 -1.2447 0.27 -0.49 0.01
C 0.6976 0.5800 -1.5100 0.16 -0.27 -0.07
C 1.2185 -0.6329 -1.0903 0.40 0.43 0.00
C 2.4163 -0.6875 -0.3926 0.09 -0.13 0.08
C 3.0854 0.5013 -0.1427 -0.52 -0.04 -0.09
C 2.5896 1.7190 -0.5791 0.13 -0.08 0.14
H 3.1359 2.6251 -0.3622 0.07 0.07 0.03
O 4.2954 0.5051 0.5418 0.04 0.22 -0.54
C 4.3858 -0.1255 1.7309 0.15 -0.14 0.56
O 3.4702 -0.6685 2.2807 -0.01 0.01 -0.03
C 5.7883 -0.0167 2.2646 -0.14 -0.16 -0.02
H 5.8727 -0.5983 3.1776 -0.02 0.02 -0.01
H 6.0202 1.0259 2.4654 0.03 0.10 0.00
H 6.4908 -0.3820 1.5191 0.06 0.01 -0.03
H 2.8193 -1.6253 -0.0482 -0.01 0.03 -0.01
O 0.4354 -1.7416 -1.3514 -0.29 0.36 0.18
C 0.9519 -2.9642 -1.5811 0.12 -0.56 -0.29
O 2.1226 -3.2122 -1.6601 -0.06 0.06 0.05
C -0.1689 -3.9548 -1.7477 0.14 0.05 0.04
H -0.9324 -3.5433 -2.4018 -0.06 0.00 -0.03
H -0.6254 -4.1329 -0.7756 -0.05 0.00 0.05
H 0.2191 -4.8891 -2.1409 0.04 0.03 0.00
H -0.2404 0.5874 -2.0382 -0.15 -0.01 -0.07
H 1.4195 3.7428 -2.1567 0.01 0.17 -0.09
H -0.9112 4.2857 -1.7809 0.03 0.12 -0.07
H -0.0207 2.2346 0.9897 0.06 -0.01 0.04
H -1.4924 0.7057 2.2506 0.03 -0.07 0.10
H -5.7893 -1.3189 2.5875 -0.02 0.03 0.06
H -5.7662 -2.7200 1.4811 0.02 0.02 -0.02
H -4.4523 -2.4631 2.6441 0.05 0.00 0.06
```
Positions in Å, forces in eV/Å.

E_tot   -1224.39737 Eh
Relative energy (zero: lowest compared OMol25 entry of this formula, charge and spin)   3.02 kcal/mol
SMILES   CC(=O)Oc1ccc(/C=C\c2cc(OC(C)=O)cc(OC(C)=O)c2)cc1

***

Density functional theory data (wB97M-V/def2-TZVPD) for the ion C5H13N2 with charge +1 at a distorted geometry.

The geometry in XYZ format:
```
20
Properties=species:S:1:pos:R:3:forces:R:3
C 0.2603 0.7714 1.3409 0.17 1.13 -0.03
C -0.8435 1.1713 0.3845 -0.57 -0.92 -0.60
C -0.5798 0.7129 -1.0707 0.79 0.46 -0.18
N -0.2314 -2.9715 -0.3565 -0.95 0.09 -0.31
C -0.7335 -1.7082 -0.6866 0.88 0.02 -0.16
C -0.0058 -0.6831 -1.1549 -0.64 -0.37 0.11
N 1.5776 1.3955 0.8630 -0.31 0.06 0.16
H 0.0344 1.2198 2.3055 0.28 -0.32 0.22
H 0.4738 -0.2924 1.3749 -0.36 -0.03 0.16
H -1.0814 2.2389 0.3844 0.30 0.03 0.28
H -1.7386 0.6818 0.7680 -0.09 -0.05 0.05
H -1.4660 0.8411 -1.6985 0.05 0.12 0.19
H 0.1681 1.4340 -1.4358 -0.22 -0.21 -0.46
H -0.9727 -3.5927 -0.0577 0.23 -0.13 -0.17
H 0.3449 -3.4121 -1.0600 0.17 0.04 0.09
H -1.7908 -1.5391 -0.5266 -0.07 -0.06 0.62
H 0.9688 -0.8955 -1.5859 0.20 0.29 0.26
H 1.9213 0.8262 0.0872 0.14 0.12 -0.08
H 2.2917 1.4551 1.5916 -0.06 -0.22 -0.04
H 1.4028 2.3465 0.5333 0.09 -0.04 -0.12
```
Positions in Å, forces in eV/Å.

E_tot   -307.55292 Eh
Relative energy (zero: lowest compared OMol25 entry of this formula, charge and spin)   43.10 kcal/mol
SMILES   N/C=C/CCC[NH3+]
Charge   +1

***

Density functional theory data (wB97M-V/def2-TZVPD) for a cluster of 12 separate species, C36H76N4O24 in total at a distorted geometry.

The geometry in XYZ format:
```
140
Properties=species:S:1:pos:R:3:forces:R:3
C 7.0495 19.1462 12.9700 -0.65 1.18 0.43
N 8.3758 18.6992 13.4330 -0.66 0.13 -1.58
O 9.1936 19.5266 13.7134 0.85 1.05 0.77
O 8.5757 17.5188 13.3839 0.27 -1.46 0.43
H 7.1021 20.1489 12.5488 0.46 -0.13 -0.08
H 6.4451 19.3082 13.8658 -0.15 -0.51 -0.17
H 6.6587 18.4496 12.2453 -0.10 -0.32 0.22
C 10.3039 20.4835 21.1361 -0.69 -0.12 1.04
N 11.1779 19.4106 20.6222 -0.23 0.58 -0.56
O 11.7488 18.7302 21.4271 0.57 -0.77 0.98
O 11.2890 19.2796 19.4246 -0.16 0.06 -0.52
H 10.1005 20.2431 22.1772 0.20 0.05 0.00
H 9.3443 20.4556 20.6364 0.14 0.17 -0.51
H 10.8102 21.4398 21.0794 0.05 0.00 -0.37
C 10.1101 15.9738 20.1579 0.62 0.71 -1.06
N 8.9047 15.8714 20.9883 1.00 -0.18 0.79
O 8.7023 14.8234 21.5458 -0.26 -1.03 -0.02
O 8.2707 16.8730 21.1950 -0.59 1.00 -0.27
H 10.5993 15.0176 20.0453 -0.14 -0.16 0.18
H 10.7711 16.7275 20.5861 -0.06 -0.24 0.39
H 9.8510 16.3852 19.1830 -0.29 -0.26 -0.01
C 2.1174 13.6733 17.7498 -0.01 -0.46 0.48
N 3.0884 14.7206 17.3534 -0.71 -0.79 -1.40
O 3.9757 14.3931 16.6093 0.60 -0.35 -0.06
O 2.8476 15.8535 17.6632 -0.20 1.38 0.87
H 1.9853 12.9846 16.9241 0.08 0.13 -0.17
H 1.1910 14.1558 18.0319 0.01 0.05 0.09
H 2.5474 13.1135 18.5781 -0.01 0.13 0.09
O 4.8812 16.9798 24.4579 -0.05 -0.56 -0.68
C 5.4196 16.2118 23.6917 0.61 0.24 1.36
O 5.1092 16.0536 22.4023 -0.10 -0.24 -0.27
C 4.1392 16.9531 21.8828 -0.82 1.75 0.20
C 3.3301 16.3569 20.7666 0.31 -0.50 -0.39
C 6.6094 15.3736 24.1128 0.14 0.12 -0.25
H 4.6161 17.8680 21.5191 0.50 -0.44 -0.14
H 3.5242 17.3673 22.6886 -0.14 -0.61 0.06
H 2.6102 15.6126 21.1102 0.05 -0.04 -0.02
H 4.0014 15.9063 20.0300 -0.02 -0.20 0.14
H 2.7997 17.1116 20.1867 -0.14 0.19 0.36
H 6.9323 15.6644 25.1073 -0.27 0.03 0.13
H 7.4392 15.5648 23.4331 -0.13 -0.15 -0.12
H 6.4014 14.3041 24.1017 -0.09 0.03 -0.13
O 1.0372 20.5811 21.0874 -0.84 -0.51 0.00
C 1.7431 21.5453 21.1384 0.94 -0.12 -0.42
O 1.4577 22.6552 21.7997 0.14 0.92 0.16
C 0.2272 22.6965 22.5052 -1.22 -0.99 0.87
C 0.3133 23.6347 23.6839 1.06 1.01 -0.45
C 3.1131 21.5310 20.5105 0.36 -0.93 0.18
H -0.0535 21.6884 22.8169 0.31 -0.06 0.07
H -0.6090 22.9775 21.8626 0.31 0.34 -0.37
H 0.8263 24.5307 23.3047 -0.42 0.16 0.16
H 0.9518 23.3368 24.5159 -0.16 -0.59 -0.10
H -0.6638 23.9165 24.0624 -0.12 -0.07 -0.04
H 3.1919 20.5136 20.1249 0.03 0.16 -0.38
H 3.8964 21.5354 21.2719 -0.51 0.79 -0.15
H 3.3538 22.2371 19.7230 -0.34 0.32 0.08
O 14.3281 17.2391 12.7683 0.32 -0.49 0.47
C 13.5141 17.9414 12.2449 0.12 0.51 -0.73
O 12.5872 18.6479 12.8977 -0.14 0.25 0.06
C 12.6286 18.5908 14.3169 0.30 -0.79 1.58
C 12.0004 17.3015 14.8519 -0.74 0.04 -1.06
C 13.4711 18.2242 10.7642 0.56 0.18 0.05
H 12.1526 19.4884 14.6993 -0.24 0.01 -0.25
H 13.6508 18.5619 14.7084 0.13 0.43 -0.54
H 11.6981 17.3229 15.8965 0.33 0.23 0.12
H 12.6837 16.4790 14.6482 -0.03 -0.07 0.22
H 11.0843 17.1216 14.2762 0.03 -0.07 0.14
H 12.6287 17.7273 10.2913 -0.09 0.14 -0.06
H 14.4086 17.8936 10.3228 -0.12 -0.37 0.03
H 13.4571 19.3020 10.6026 -0.49 -0.02 0.01
O 5.9719 18.8238 19.9531 -0.08 -1.08 -0.61
C 5.8208 18.6885 18.7622 0.59 1.59 0.44
O 6.8445 18.6288 17.9270 -0.42 -0.23 -1.06
C 8.2249 18.6084 18.3552 -0.89 0.81 -0.48
C 9.0247 18.4888 17.0893 1.18 -0.48 0.29
C 4.5062 18.7863 18.0578 -0.03 -0.84 -0.02
H 8.3109 17.8559 19.1326 0.38 -0.06 -0.17
H 8.4962 19.5848 18.7608 -0.30 0.00 0.35
H 10.0590 18.5334 17.4500 0.10 -0.11 -0.40
H 8.9093 19.3310 16.4093 -0.31 0.16 0.23
H 8.8926 17.5762 16.5098 -0.18 -0.17 0.21
H 4.3919 19.7297 17.5274 0.30 -0.05 -0.19
H 3.6894 18.7152 18.7681 0.04 -0.14 0.10
H 4.4848 17.9244 17.3872 -0.43 0.30 -0.29
O 6.6561 13.8976 16.7222 0.72 0.41 0.18
C 7.2153 14.6758 17.4559 0.02 -0.46 -0.08
O 8.5430 14.9039 17.4701 -0.02 0.69 0.29
C 9.3829 14.3933 16.4470 0.65 -1.73 -0.06
C 9.5632 12.8666 16.5409 0.34 0.26 0.13
C 6.4977 15.4982 18.4990 -0.20 -0.87 -0.74
H 10.3970 14.7127 16.6894 -0.27 0.89 -0.13
H 9.0664 14.7350 15.4639 -0.05 0.09 0.02
H 10.4992 12.5813 16.0517 -0.17 0.11 -0.32
H 8.7525 12.2610 16.1503 -0.14 0.08 0.16
H 9.7770 12.6533 17.5927 -0.42 -0.21 0.01
H 7.0981 16.2274 19.0143 0.11 0.12 0.02
H 6.0831 14.7776 19.2036 -0.19 0.19 0.12
H 5.7018 15.9380 17.8986 -0.26 0.26 0.47
O 5.4732 21.2363 14.6729 -0.46 -0.37 -0.11
C 4.7965 21.8477 15.4601 0.72 0.81 0.56
O 3.4944 21.6864 15.6723 -0.20 -0.08 0.52
C 2.8556 20.5552 15.1206 -0.54 -1.47 -1.69
C 1.5037 20.2976 15.7272 -0.48 0.38 0.78
C 5.4115 22.9274 16.3447 -0.45 0.00 -0.73
H 3.4503 19.6368 15.1555 0.42 0.31 0.67
H 2.7245 20.6386 14.0344 0.08 0.64 0.06
H 1.0547 19.3902 15.3248 0.22 -0.05 -0.15
H 0.7882 21.1026 15.5477 0.17 0.10 -0.12
H 1.5441 20.1703 16.8126 0.17 -0.03 -0.04
H 6.3049 22.4736 16.7650 0.13 0.29 0.14
H 4.7540 23.3633 17.0912 -0.12 -0.42 0.16
H 5.6618 23.7561 15.6778 0.39 -0.14 0.03
O 9.7436 22.1433 17.6174 -0.40 -0.09 0.58
C 9.9528 22.7278 16.5923 0.71 -0.46 -0.19
O 10.0542 24.0660 16.4953 0.05 -0.09 -0.19
C 9.9990 24.8373 17.6708 -0.83 1.52 1.79
C 8.6930 25.6548 17.7948 0.37 -0.52 -0.36
C 10.2426 22.0488 15.2821 -0.29 0.71 -0.10
H 10.8486 25.5257 17.6875 0.01 -0.17 -0.38
H 10.0367 24.3205 18.6354 0.35 -0.89 -0.68
H 8.5734 26.0247 18.8134 0.27 0.21 -0.04
H 7.8410 24.9869 17.6492 -0.01 0.11 -0.30
H 8.6953 26.4809 17.0857 -0.33 -0.02 0.01
H 10.4469 20.9972 15.4231 -0.05 -0.08 0.09
H 11.0776 22.5579 14.8018 0.00 -0.10 -0.06
H 9.3687 22.1735 14.6391 0.07 -0.15 -0.08
O 5.1735 19.6606 24.3758 -0.11 0.47 0.62
C 5.9854 19.8694 23.5272 -0.23 -0.35 -0.95
O 7.3104 19.6419 23.6535 0.24 0.39 -0.05
C 7.8106 19.4095 24.9608 -0.16 0.36 1.08
C 8.9890 20.3220 25.2188 0.44 0.19 0.28
C 5.6747 20.3198 22.1308 -0.30 0.01 -0.02
H 8.0456 18.3516 25.0467 0.19 -0.05 0.03
H 7.0611 19.6466 25.7188 -0.29 -0.25 -0.30
H 9.8264 20.0465 24.5799 0.14 0.29 -0.04
H 9.3318 20.3138 26.2592 -0.05 -0.67 -0.06
H 8.7344 21.3817 25.1251 -0.16 -0.14 -0.64
H 5.8274 21.3961 22.0276 0.30 0.00 0.07
H 4.6284 20.1351 21.8860 0.24 -0.23 0.61
H 6.2107 19.7611 21.3620 0.35 0.65 0.87
```
Positions in Å, forces in eV/Å.

E_tot   -3441.74451 Eh
Relative energy (zero: lowest compared OMol25 entry of this formula, charge and spin)   40.93 kcal/mol
SMILES   C[N+](=O)[O-].C[N+](=O)[O-].C[N+](=O)[O-].C[N+](=O)[O-].CCOC(C)=O.CCOC(C)=O.CCOC(C)=O.CCOC(C)=O.CCOC(C)=O.CCOC(C)=O.CCOC(C)=O.CCOC(C)=O

***

Density functional theory data (wB97M-V/def2-TZVPD) for a structure of composition C33H50Cl2N3O4PrSi at a distorted geometry.

The geometry in XYZ format:
```
94
Properties=species:S:1:pos:R:3:forces:R:3
C 2.8441 2.3747 -1.6910 0.24 0.06 0.25
C 3.2004 1.1056 -2.4121 0.67 -0.97 -1.05
H 3.5736 2.5511 -0.8856 -0.43 0.13 0.05
H 1.8113 2.3753 -1.3101 0.45 -0.07 0.07
H 2.8953 3.2309 -2.3820 0.09 -0.27 0.19
C 4.3353 1.0132 -3.1341 -0.67 0.20 -0.14
C 5.5053 1.9268 -2.9978 0.60 0.48 0.00
H 4.4526 0.2807 -3.9482 -0.15 -0.03 0.91
H 5.6991 2.2091 -1.9452 -0.18 -0.05 -0.46
H 5.4474 2.8525 -3.5966 -0.10 -0.20 0.19
H 6.3945 1.3871 -3.3547 -0.12 0.24 0.13
Pr -0.2239 0.6196 -0.2705 -0.65 1.61 -0.34
Cl -0.7265 1.3345 -2.8332 -0.36 -0.08 0.23
C -1.9786 -2.2503 -1.1575 1.20 1.04 0.97
O -1.1958 -1.4659 -0.5403 -1.82 -1.53 -0.90
N -2.3102 -3.4330 -0.6683 0.06 0.34 0.15
C -1.8000 -3.8704 0.6292 0.35 0.19 0.49
C -3.2693 -4.2545 -1.3863 0.04 -0.07 -0.55
H -2.3937 -1.9690 -2.1415 0.07 -0.13 0.35
H -2.1788 -3.2273 1.4525 0.23 -0.27 -0.55
H -0.6956 -3.8462 0.6370 -0.56 0.08 -0.02
H -2.1313 -4.8967 0.8101 0.08 0.23 -0.10
H -4.1190 -3.6284 -1.6771 -0.01 -0.36 0.06
H -3.5848 -5.0729 -0.7365 -0.10 0.21 -0.22
H -2.7988 -4.6655 -2.2918 -0.25 -0.03 0.27
H -2.2688 -1.3284 4.4042 0.11 0.31 -0.09
H -5.0866 0.0862 3.7357 0.18 0.29 0.07
C -2.2240 -0.2346 4.5192 0.05 0.15 0.10
C -4.3522 0.9029 3.8407 -0.21 -0.23 -0.20
N -3.0073 0.4477 3.4911 0.11 -0.45 0.21
H -1.1777 0.0968 4.4996 -0.28 -0.17 -0.06
C -2.5962 0.4425 2.2272 1.25 0.25 -0.82
O -1.4209 0.1513 1.8687 -1.62 -0.20 0.92
H -4.6362 1.7394 3.1905 0.05 -0.19 0.20
H -3.3487 0.7537 1.4832 0.27 0.06 0.23
H -2.6699 0.0132 5.4836 0.19 -0.01 -0.05
H -4.3443 1.2277 4.8882 -0.04 0.05 -0.36
H 1.3580 3.7737 4.9728 0.26 -0.26 0.15
H 3.2942 1.8196 2.2391 -0.11 -0.06 0.46
C 1.4768 2.6810 4.9375 -0.59 0.42 -0.10
C 2.9385 1.5456 3.2453 0.07 -0.52 -0.19
N 1.7011 2.2526 3.5595 0.00 -0.08 -0.30
H 0.5421 2.2534 5.3277 0.38 -0.06 0.02
C 0.7641 2.4863 2.6445 0.49 -1.02 -0.92
O 0.7834 2.0236 1.4740 0.26 0.88 1.63
H 2.8054 0.4481 3.2676 -0.01 0.55 0.01
H -0.0410 3.1164 3.0336 -0.21 -0.06 -0.27
H 2.3231 2.3596 5.5426 -0.21 0.14 0.02
H 3.6593 1.8083 4.0237 0.07 0.03 -0.39
O 1.6624 -0.2398 -1.1217 0.69 -0.52 0.75
C 2.1631 -0.0258 -2.4170 -0.32 1.20 -1.58
C 3.7987 -1.8862 -2.9589 0.99 -0.12 0.18
C 2.5729 -1.2832 -3.1794 -0.33 -0.17 -0.15
H 4.5028 -1.3772 -2.2979 -0.30 -0.37 -0.28
C 4.2069 -3.0643 -3.5917 -0.22 0.43 -0.03
H 1.3334 0.3998 -3.0047 0.23 -0.31 0.09
C 1.7176 -1.8555 -4.1412 0.80 0.01 0.07
H 5.2225 -3.4460 -3.3952 -0.71 0.01 -0.13
C 3.3392 -3.6492 -4.5123 0.17 0.05 0.01
C 2.1189 -3.0238 -4.8108 -0.08 0.24 -0.01
H 0.8036 -1.3179 -4.3939 0.05 -0.30 0.03
H 3.6563 -4.5620 -5.0245 -0.28 0.32 0.04
H 1.5079 -3.4177 -5.6284 0.09 0.04 0.40
Si 2.7579 -2.0311 0.0445 -1.56 -2.28 -1.78
Cl 4.5860 -1.0052 0.0863 -0.01 1.05 0.19
C 3.7016 -3.7324 -0.0265 0.64 -0.40 1.21
C 1.4664 -3.0629 -1.0136 -0.91 0.86 -0.16
C 1.8309 -1.4016 1.5518 0.26 -0.22 0.67
H 3.1217 -4.6322 -0.3245 0.19 0.76 0.32
H 4.1061 -3.9267 0.9799 0.44 -0.21 -0.29
H 4.5285 -3.6642 -0.7539 -0.16 0.15 0.50
H 1.6113 -0.3234 1.6352 0.27 -0.43 -0.39
H 2.5078 -1.6102 2.3870 -0.18 -0.03 0.25
H 0.8999 -1.9538 1.7277 0.12 0.00 -0.08
H 1.9358 -3.4268 -1.9432 -0.25 0.01 0.53
H 0.5384 -2.5324 -1.2572 0.43 -0.24 -0.19
H 1.2036 -3.9455 -0.3831 0.26 0.57 -0.30
C -6.3445 2.6509 -1.4428 -0.14 0.39 0.25
C -5.3562 1.7828 -1.9578 0.68 -0.18 0.02
C -4.0639 1.8152 -1.4601 -0.27 0.00 0.12
C -3.7152 2.7086 -0.4085 -1.84 0.93 0.42
C -2.4617 2.6977 0.2034 2.65 -2.07 -1.19
C -2.1488 3.5826 1.1776 -1.16 1.00 0.82
C -3.1470 4.4768 1.6956 0.25 0.09 -0.14
C -4.4108 4.5006 1.1460 0.23 0.13 0.34
C -4.7356 3.6291 0.0840 0.81 -1.09 -0.54
C -6.0345 3.5630 -0.4521 -0.31 -0.16 -0.26
H -7.3615 2.6142 -1.8348 0.24 -0.04 0.06
H -5.5898 1.0803 -2.7604 -0.08 0.25 0.20
H -3.2525 1.1799 -1.8502 -0.56 0.30 0.09
H -1.1368 3.6105 1.5715 -0.25 0.18 0.09
H -2.8871 5.1417 2.5224 -0.15 0.00 -0.18
H -5.2054 5.1721 1.4865 0.39 -0.12 0.12
H -6.7759 4.2437 -0.0211 0.02 -0.27 -0.34
```
Positions in Å, forces in eV/Å.

<S²>   2.003
E_tot   -3479.64961 Eh
Relative energy (zero: lowest compared OMol25 entry of this formula, charge and spin)   71.38 kcal/mol
Spin multiplicity   3

***

Question: What is the E_tot in the fourth record?
Answer: -3441.74451 Eh

***

Question: Among the records above, which one has the highest relative energy (zero: lowest compared OMol25 entry of this formula, charge and spin)?
Answer: C4H5NS

***

Question: Among the records above, which one has the highest E_tot?
Answer: C5H13N2

***

Question: Which formula does entry 4 have?
Answer: C36H76N4O24